Computed, not measured: C40H34BrFN9O5SW as an isolated structure, with ωB97M-V with the def2-TZVPD basis set.

Last column: Mulliken charge in e.
Atoms and positions in Å:
W -0.384653 -0.168497 -0.229191  2.368
N -1.772997 -4.382084 -0.564322  -0.415
C -1.675507 -3.055468 -0.371153  0.910
S -0.755802 -2.131186 -1.545091  -0.576
N -2.279193 -2.497990 0.631274  -1.477
N -2.101025 -1.130307 0.657289  0.580
C -2.953963 -0.497471 1.416950  -0.224
C -3.071461 0.916744 1.501091  0.728
C -3.950874 1.488886 2.442484  -0.878
C -4.175217 2.842174 2.444153  -0.835
C -3.564908 3.654437 1.480063  -0.561
C -2.724551 3.124756 0.522136  -0.776
C -2.456668 1.761845 0.556056  0.871
O -1.642009 1.239698 -0.384310  -0.527
H -1.431110 -4.803538 -1.409965  0.228
H -2.470889 -4.883866 -0.037246  0.268
H -3.653702 -1.119621 1.968731  0.524
H -4.441364 0.847328 3.162657  0.459
H -4.835349 3.283745 3.176599  0.452
H -3.762418 4.717940 1.481678  0.444
H -2.259433 3.742889 -0.232221  0.531
Br 3.594601 8.729842 -2.386627  -0.125
C 3.396489 7.180328 -3.433418  0.078
C 4.299851 6.917287 -4.453665  -0.511
C 4.128311 5.780740 -5.225117  -0.354
C 3.097521 4.888537 -4.941470  0.230
C 2.175338 5.176697 -3.937215  0.140
C 2.324284 6.327893 -3.188403  -0.687
N 3.039204 3.770374 -5.828131  -0.410
N 2.599230 2.663167 -5.510302  -0.407
C 2.300254 2.259264 -4.182071  0.141
C 3.259491 2.229202 -3.194409  -0.324
C 3.024201 1.616359 -1.947482  -0.885
C 1.804799 1.035772 -1.724079  1.182
O 1.390352 0.403731 -0.593342  -0.466
C 0.816141 1.055154 -2.711386  0.292
N -0.341885 0.444391 -2.354076  -0.426
C -1.337071 0.411625 -3.241478  -0.060
C -1.204620 0.962262 -4.514701  -1.148
C -0.021345 1.567278 -4.889203  -0.500
C 1.033458 1.640059 -3.966162  0.028
H 5.109821 7.602825 -4.656517  0.444
H 4.792642 5.563862 -6.050450  0.467
H 1.314730 4.546194 -3.758125  0.376
H 1.606406 6.580783 -2.421010  0.426
H 4.219988 2.688802 -3.383249  0.492
H 3.790134 1.609117 -1.184309  0.538
H -2.255170 -0.068806 -2.931610  0.585
H -2.037708 0.895345 -5.198868  0.438
H 0.102753 1.975524 -5.884397  0.618
F 3.216586 -5.869188 0.822059  -0.336
C 2.914599 -4.960778 1.760814  0.173
C 2.153484 -3.887756 1.406485  -0.461
C 1.760325 -2.958738 2.383276  0.921
C 0.964458 -1.807279 2.033231  1.661
O 0.579257 -1.682922 0.809627  -0.971
C 0.637574 -0.922660 3.062073  0.093
C 1.042079 -1.195611 4.356240  -0.653
N 1.749068 -2.263664 4.693625  0.240
C 2.163791 -2.445785 6.080127  -0.413
C 1.543763 -3.552823 6.881969  -0.369
C 1.196913 -2.123775 7.175674  -0.992
C 2.150527 -3.172627 3.715496  -0.207
C 2.958830 -4.266876 4.048865  -0.896
C 3.365763 -5.175376 3.086085  -1.086
N 4.190728 -6.250745 3.440041  0.260
C 3.784314 -7.129211 4.525089  -0.624
C 4.996463 -7.666111 5.266555  -0.687
N 5.889990 -8.373540 4.283708  -0.142
C 6.283319 -7.455291 3.156825  -0.967
C 5.033241 -6.931457 2.469255  -0.621
C -0.107523 0.329528 2.813256  -0.032
O -0.604345 0.999179 3.670296  -0.599
O -0.180463 0.657484 1.514562  -0.479
H 1.833632 -3.767084 0.380797  0.624
H 0.789792 -0.506007 5.150775  0.819
H 3.210571 -2.212826 6.229059  0.488
H 2.180928 -4.084423 7.574457  0.322
H 0.781179 -4.148246 6.398038  0.215
H 1.600049 -1.655532 8.061142  0.273
H 0.200866 -1.800983 6.906916  0.365
H 3.298771 -4.385327 5.065602  0.928
H 3.191278 -7.972393 4.137641  0.194
H 3.151695 -6.602775 5.235569  0.463
H 4.721122 -8.377224 6.043206  0.403
H 5.592414 -6.862258 5.696033  0.362
H 5.398247 -9.186755 3.902230  0.396
H 6.722144 -8.734837 4.754408  0.360
H 6.915786 -8.018038 2.472963  0.439
H 6.857724 -6.647699 3.607923  0.372
H 4.506294 -7.757178 1.972505  0.417
H 5.357436 -6.242543 1.693933  0.480

Atomic forces in eV per Å
W 0.21 -0.13 -0.16
N 0.02 -0.09 0.06
C -0.03 0.03 0.18
S -0.31 0.11 -0.22
N 0.14 0.03 -0.11
N -0.04 -0.04 0.30
C -0.02 -0.05 -0.09
C -0.04 0.10 -0.02
C 0.06 -0.02 -0.07
C 0.00 -0.02 0.01
C 0.00 0.02 -0.02
C -0.03 -0.09 0.09
C -0.05 -0.02 -0.06
O -0.03 -0.15 0.01
H -0.01 0.02 -0.02
H -0.01 -0.01 -0.02
H 0.00 0.01 -0.01
H -0.01 -0.01 0.01
H -0.01 0.00 0.01
H 0.01 0.01 0.00
H 0.02 0.00 0.00
Br 0.00 -0.01 -0.01
C 0.01 -0.02 -0.02
C -0.05 -0.03 0.03
C -0.03 -0.02 0.07
C 0.18 -0.09 -0.06
C -0.05 0.03 -0.03
C 0.01 0.06 0.02
N -0.17 0.13 -0.09
N 0.03 0.00 0.15
C 0.01 0.02 -0.09
C 0.03 -0.05 0.11
C -0.02 -0.06 -0.09
C -0.18 -0.04 -0.07
O 0.16 0.16 0.12
C 0.19 -0.01 0.06
N -0.02 0.07 -0.10
C 0.04 0.09 -0.05
C -0.03 -0.05 0.08
C 0.03 0.00 0.01
C -0.04 -0.07 0.08
H 0.00 0.01 0.00
H 0.00 0.00 -0.01
H 0.02 -0.03 -0.04
H -0.01 0.00 0.00
H 0.01 0.00 0.00
H 0.01 0.00 0.01
H 0.00 0.01 0.00
H 0.00 0.00 -0.01
H 0.00 0.01 -0.01
F 0.02 -0.01 0.00
C -0.07 0.06 0.03
C 0.04 -0.02 0.08
C -0.04 0.03 -0.06
C -0.02 -0.16 0.04
O 0.12 0.13 0.03
C 0.07 0.05 0.09
C -0.01 0.11 -0.07
N 0.01 -0.08 -0.03
C 0.00 -0.01 0.07
C 0.02 0.04 0.01
C 0.01 -0.03 -0.03
C 0.01 -0.01 0.00
C -0.02 0.03 -0.10
C -0.04 0.01 -0.05
N 0.05 0.03 0.08
C -0.05 -0.06 0.02
C 0.03 -0.01 -0.02
N -0.03 -0.01 -0.02
C 0.02 -0.01 0.03
C 0.03 0.01 -0.05
C -0.21 -0.14 -0.21
O 0.13 0.02 0.08
O -0.06 0.16 0.17
H 0.00 -0.01 -0.01
H -0.02 0.01 -0.01
H -0.01 0.01 0.00
H -0.01 -0.01 0.00
H 0.00 -0.01 0.00
H 0.00 0.00 0.00
H 0.00 0.01 0.00
H 0.01 -0.01 0.02
H 0.00 0.00 0.01
H 0.02 0.02 0.00
H -0.03 0.01 -0.01
H -0.03 0.00 0.02
H 0.02 -0.02 0.01
H 0.01 0.02 0.01
H -0.02 0.01 -0.02
H 0.01 0.00 -0.03
H 0.01 0.00 0.00
H 0.00 0.01 0.01

Output
- Relative energy (zero: lowest compared OMol25 entry of this formula, charge and spin): 0.0 kcal/mol
- HOMO-LUMO gap: 4.968 eV
- E_HOMO: -13.5 eV
- Net charge: +3